ORCA calculation (ωB97M-V/def2-TZVPD) on a 2-piece molecular cluster, C4H12 overall at a distorted geometry.

Element x y z (Å)
C -1.290 0.923 0.806
C -1.083 2.283 1.481
H -1.739 0.137 1.413
H -1.690 0.994 -0.207
H -0.300 0.481 0.637
H -0.150 2.755 1.167
H -1.102 2.108 2.542
H -1.825 3.026 1.202
C 1.181 -1.094 -1.737
C 1.164 -2.034 -0.556
H 1.792 -1.416 -2.579
H 0.174 -1.183 -2.152
H 1.414 -0.061 -1.496
H 0.429 -2.840 -0.600
H 2.048 -2.621 -0.279
H 0.976 -1.457 0.357

For the energy, the calculation gives -4342.0536 eV. The value obtained for the orbital gap is 12.5779 eV. As for the SMILES: CC.CC. The energy above the lowest of the compared OMol25 structures with the same formula, charge and spin is 0.475 eV.

---

ORCA calculation (ωB97M-V/def2-TZVPD) on C26H30N5ORuS as an isolated structure at a distorted geometry.

Element x y z (Å)
Ru 1.407 1.229 0.816
C 2.715 -0.935 2.526
N 2.302 0.507 2.599
C 1.232 0.692 3.628
C 3.492 1.381 2.848
C 4.124 1.695 1.533
C 5.451 1.931 1.353
C 5.920 2.237 0.054
C 5.041 2.288 -1.088
C 3.717 2.055 -0.928
C 3.229 1.748 0.384
H 3.080 -1.255 3.504
H 3.506 -1.057 1.790
H 1.866 -1.547 2.250
H 1.602 0.430 4.621
H 0.397 0.040 3.400
H 0.911 1.729 3.657
H 4.190 0.885 3.520
H 3.163 2.299 3.335
H 6.142 1.899 2.189
H 6.978 2.432 -0.090
H 5.446 2.511 -2.068
H 3.056 2.076 -1.781
C -2.121 -4.747 0.261
C -0.887 -4.773 -0.643
C -0.018 -3.539 -0.505
N -0.794 -2.355 -0.973
C -0.430 -1.117 -0.959
S 1.219 -0.773 -0.403
N -1.255 -0.147 -1.408
C -2.726 -0.121 -1.278
O -3.178 0.858 -0.750
C -3.466 -1.267 -1.799
C -2.969 -2.026 -2.868
C -3.709 -3.084 -3.352
C -4.951 -3.374 -2.789
C -5.459 -2.601 -1.749
C -4.727 -1.537 -1.262
H -2.733 -5.630 0.087
H -2.756 -3.871 0.084
H -1.837 -4.751 1.315
H -1.179 -4.897 -1.690
H -0.261 -5.630 -0.402
H 0.889 -3.631 -1.100
H 0.269 -3.383 0.536
H -1.703 -2.550 -1.393
H -0.864 0.777 -1.414
H -2.055 -1.731 -3.379
H -3.330 -3.677 -4.175
H -5.533 -4.202 -3.177
H -6.426 -2.831 -1.318
H -5.121 -0.901 -0.478
N -3.074 6.947 -0.570
C -2.341 6.075 -0.394
C -1.428 4.985 -0.188
C -0.142 5.032 -0.737
C 0.700 3.972 -0.548
N 0.319 2.876 0.157
C -0.928 2.846 0.697
C -1.822 3.872 0.547
H 0.189 5.893 -1.303
H 1.699 3.973 -0.959
H -1.211 1.965 1.251
H -2.811 3.807 0.977

For the energy, the calculation gives -50334.8635 eV. The value obtained for the orbital gap (alpha / beta) is 4.6252 / 4.4711 eV. The total charge is +3.

---

ORCA calculation (ωB97M-V/def2-TZVPD) on C3H11N3O as an isolated structure at a distorted geometry.

Element x y z (Å)
C 0.570 -0.546 -0.592
C -0.957 0.538 1.036
C 0.135 1.387 1.628
N -0.421 -1.031 0.182
N 0.968 -2.176 -1.339
N 0.187 0.318 -1.612
O -1.774 1.122 0.095
H -1.479 2.015 -0.165
H -0.231 -1.820 0.783
H 1.525 -0.281 -0.142
H -1.574 0.057 1.793
H -0.800 0.299 -1.854
H 1.378 -2.946 -0.812
H 0.347 -2.470 -2.091
H 0.891 0.661 -2.251
H 0.802 0.793 2.257
H 0.730 1.883 0.854
H -0.297 2.196 2.232

For the energy, the calculation gives -9804.1083 eV. The value obtained for the orbital gap is 8.2033 eV. The energy above the lowest of the compared OMol25 structures with the same formula, charge and spin is 3.893 eV.